[1]
DFT (ωB97M-V/def2-TZVPD) results for 2 unconnected molecules or ions with the total composition C5H14N2.

CARTESIAN COORDINATES (ANGSTROEM)
C 0.62965 2.27181 -0.17835
C 0.99840 1.56143 1.08430
C 1.86137 0.54754 1.21509
N 2.59087 -0.07499 0.24317
H -0.44810 2.19215 -0.35149
H 1.14244 1.87680 -1.05926
H 0.87979 3.33337 -0.09016
H 0.49418 1.91984 1.97937
H 2.03855 0.12788 2.20510
H 2.25465 0.07612 -0.70394
H 2.81816 -1.04650 0.43827
C -2.26781 -1.42645 0.46786
N -1.22721 -0.68153 -0.22035
C -0.99546 -1.18653 -1.56286
H -3.21890 -1.36398 -0.06988
H -2.42370 -0.99563 1.46212
H -1.99314 -2.47817 0.59565
H -0.36029 -0.73317 0.31679
H -0.67600 -2.23326 -1.55193
H -0.20407 -0.59842 -2.03892
H -1.89340 -1.08829 -2.18058

Output
LUMO energy (eV): 0.8879
2S+1: 1
Relative energy (zero: lowest compared OMol25 entry of this formula, charge and spin) (kcal/mol): 30.5
SMILES string: C/C=C\N.CNC
Maximum force (eV/A): 1.6
Gap between HOMO and LUMO (eV): 8.8

Atom charges from the Mulliken analysis, given in e for atoms 1 to 8:
1. C -1.01
2. C -0.11
3. C -0.29
4. N -0.48
5. H 0.24
6. H 0.23
7. H 0.32
8. H 0.30

---

[2]
DFT (ωB97M-V/def2-TZVPD) results for a molecular structure, C11H24IO3P2Ti.

CARTESIAN COORDINATES (ANGSTROEM)
C -4.21231 -0.04237 -3.84371
C -3.02290 -0.79114 -3.64427
H -4.74603 -0.41365 -4.74482
H -3.90923 1.02177 -3.93314
H -4.81520 -0.14432 -2.91784
O -2.07957 -1.49204 -3.60795
I -2.17573 1.17201 -0.66760
Ti 0.08235 0.33316 0.35564
P -0.91652 -1.57932 1.74788
C 0.09463 -3.02876 2.12678
C -1.57428 -1.14203 3.40946
H -2.21474 -1.95768 3.79585
H -2.96493 -2.85717 1.73385
H -2.17506 -0.21776 3.32615
H -2.93076 -1.47327 0.55994
H 0.95856 -2.68430 2.71466
H -0.71528 -0.97505 4.08580
C -2.36253 -2.31569 0.98486
H -0.51970 -3.74559 2.70023
H -2.05243 -2.99605 0.18648
H 0.43861 -3.47323 1.18380
P 1.63918 1.64393 -1.08808
C 3.29959 1.07958 -1.51199
C 0.97257 1.98358 -2.72213
H 1.06404 3.85501 -0.16763
H 2.43704 3.93928 -1.31755
H 2.67460 3.30063 0.34908
C 1.98407 3.35392 -0.49972
H -0.09935 2.18751 -2.60530
H 1.45659 2.84372 -3.21062
H 3.78334 1.77435 -2.21963
H 3.23957 0.07809 -1.94870
H 1.06500 1.10473 -3.37175
H 3.88038 1.01680 -0.58758
C 0.97200 -1.22794 -0.58832
O 1.69223 -2.08190 -0.93746
C 2.31720 0.47991 3.02609
C 1.26028 0.63944 2.03773
O 0.35994 1.55973 1.98397
H 2.18466 -0.49099 3.53394
H 2.33660 1.28795 3.77702
H 3.29354 0.47516 2.51657

Output
LUMO energy (alpha / beta) (eV): -7.9295 / -7.9179
2S+1: 2
Relative energy (zero: lowest compared OMol25 entry of this formula, charge and spin) (kcal/mol): 0.0
Maximum force (eV/A): 7.1
Net charge: +2
Gap between HOMO and LUMO (alpha / beta) (eV): 6.0 / 7.2

Atom charges from the Mulliken analysis, given in e for atoms 1 to 8:
1. C -0.68
2. C 0.66
3. H 0.38
4. H 0.35
5. H 0.35
6. O -0.11
7. I -0.48
8. Ti -0.27